a) # CH6P2S

2 unconnected molecules or ions with the total composition CH6P2S (ωB97M-V with the def2-TZVPD basis set, the OMol25 dataset).

Properties
- Molecular weight: 112.1 g/mol
- Gap between HOMO and LUMO: 8.5069 eV

```
! RIJCOSX wB97M-V def2-TZVPD def2/J DEFGRID3
* xyz 0 1
S 2.4881 1.4905 0.0191
P -1.9780 0.0344 0.7959
P -2.9618 1.4071 -0.3223
C -0.9040 -0.7625 -0.4969
H 3.3407 1.9152 0.9431
H -3.7143 1.8543 0.7687
H -1.4915 -1.5023 -1.0391
H -0.5193 -0.0280 -1.1995
H -0.0744 -1.2735 -0.0122
H 2.4661 0.2605 0.5197
*
```

Atomic partial charges in e from the Löwdin method, atoms 1 to 5: atom 1 (S): 0.4647, atom 2 (P): 0.4072, atom 3 (P): 0.3448, atom 4 (C): -0.5071, atom 5 (H): -0.2338


b) # CH6P2S

CH6P2S in the gas phase (ωB97M-V with the def2-TZVPD basis set, the OMol25 dataset).

Properties
- Molecular weight: 112.1 g/mol
- Gap between HOMO and LUMO: 9.4334 eV

```
! RIJCOSX wB97M-V def2-TZVPD def2/J DEFGRID3
* xyz 0 1
S -2.4151 -0.5259 -0.5789
P -1.1271 0.5515 0.5913
P 0.5705 0.8675 -0.7756
C 1.4314 -0.6396 -0.1294
H 1.3002 -1.3618 -0.9693
H 2.4189 -0.3053 -0.0622
H -1.8516 1.8216 0.4541
H 1.1215 -0.8887 0.9026
H -2.6838 -1.2755 0.5627
H 1.2352 1.7562 0.0048
*
```

Atomic partial charges in e from the Löwdin method, atoms 1 to 5: atom 1 (S): 0.2100, atom 2 (P): 0.1506, atom 3 (P): 0.5142, atom 4 (C): -0.4554, atom 5 (H): 0.0331


Which of them is the most stable, and which is the least stable? b) and a), in that order.


a) # CH13O5S

6 unconnected molecules or ions with the total composition CH13O5S (ωB97M-V with the def2-TZVPD basis set, the OMol25 dataset).

Properties
- Molecular weight: 137.2 g/mol
- Gap between HOMO and LUMO: 7.2985 eV

```
! RIJCOSX wB97M-V def2-TZVPD def2/J DEFGRID3
* xyz -1 1
S -0.4999 0.9509 1.6572
O 1.7935 -1.0315 -0.1680
O -1.6538 1.9301 -2.0421
O 1.1429 2.1533 -0.9504
O -1.9604 -0.7394 -0.5354
O 0.3063 -1.8001 -2.4249
C -0.0251 -0.2553 2.9827
H -0.6288 -1.9348 -2.2603
H 1.7874 1.5071 -1.2361
H -0.2325 -1.2599 2.5875
H 2.7307 -0.8565 -0.0872
H -1.6645 1.0534 -1.6336
H 0.6423 -1.4550 -1.5822
H -0.7183 2.1782 -2.0644
H 1.0508 -0.1866 3.1758
H -1.2941 -0.2756 0.0429
H 1.3215 -0.4352 0.4514
H -0.5163 -0.3022 3.9582
H -2.5077 -1.1056 0.1693
H 0.9262 1.8646 -0.0403
*
```

Atomic partial charges in e from the Löwdin method, atoms 1 to 5: atom 1 (S): 0.3243, atom 2 (O): -0.0770, atom 3 (O): -0.0909, atom 4 (O): -0.1087, atom 5 (O): -0.1484


b) # CH13O5S

6 unconnected molecules or ions with the total composition CH13O5S (ωB97M-V with the def2-TZVPD basis set, the OMol25 dataset).

Properties
- Molecular weight: 137.2 g/mol
- Gap between HOMO and LUMO: 6.4176 eV

```
! RIJCOSX wB97M-V def2-TZVPD def2/J DEFGRID3
* xyz -1 1
S 1.3149 2.0597 0.7647
O -1.3788 -1.8262 2.3122
O 0.3541 -1.8315 -0.9967
O -2.7484 -0.1879 0.1341
O 1.4065 0.7990 -1.9618
O -1.0843 1.8203 -1.8962
C 1.6380 0.4690 1.4474
H -0.6304 2.6270 -1.6247
H 1.7015 -0.0132 -1.5574
H -0.8283 -1.0831 2.5583
H -1.8745 -1.5697 1.5282
H 1.3359 1.3892 -1.0330
H 1.7246 -0.3435 0.6889
H 0.6609 0.1789 1.8923
H -2.5075 0.6831 0.4908
H 1.1298 -1.6919 -1.5394
H -0.4143 1.1596 -1.6430
H 0.0143 -2.7267 -1.0109
H 2.4378 0.2395 2.1530
H -2.2518 -0.1516 -0.7069
*
```

Atomic partial charges in e from the Löwdin method, atoms 1 to 5: atom 1 (S): 0.2813, atom 2 (O): -0.0744, atom 3 (O): -0.0467, atom 4 (O): -0.0768, atom 5 (O): -0.2307


Which of them is the most stable, and which is the least stable? a) and b), in that order.


a) # C47H46N7P2S3Se2V

A molecular structure, C47H46N7P2S3Se2V (ωB97M-V with the def2-TZVPD basis set, the OMol25 dataset).

Properties
- Molecular weight: 1075.9 g/mol
- Gap between HOMO and LUMO (alpha / beta): 5.7867 / 5.6965 eV

```
! RIJCOSX wB97M-V def2-TZVPD def2/J DEFGRID3
* xyz 2 3
Se -4.4159 -0.5253 -3.0985
Se 0.6655 2.6945 -1.8197
V 1.6665 1.0261 -0.3868
S 0.4792 -0.4410 3.5835
S 3.8840 -0.0051 2.6668
S 2.7352 0.3699 6.3472
P -1.3844 1.8722 -1.8158
P -3.3555 -1.7093 -1.7262
N 1.8940 2.2410 1.1468
N -0.1213 -1.1454 0.2878
N -1.1788 -1.7645 -0.1207
N 3.4069 -4.6264 -1.7180
N 2.4811 -0.6418 -1.1143
N 3.5311 1.8818 -0.7850
N -0.1069 0.0885 -0.2629
C 1.6419 -1.7032 3.0072
C -5.4754 -3.0589 -0.6693
C 5.4828 2.3005 -2.0895
C 3.5221 -1.2276 -0.4631
C -1.2553 -4.0521 -4.3007
C 3.0665 2.8951 1.3061
C 2.1539 4.0780 3.1596
C -1.9514 1.8097 -3.4870
C -1.2959 0.9662 -4.3824
C -2.4919 2.7934 -0.7729
C -1.2077 0.2416 -1.0666
C 4.0417 2.6466 0.2023
C -5.0246 -2.2665 1.9608
C -3.3541 2.6328 -5.2455
C -2.0146 3.8322 0.0269
C 0.8570 2.4932 1.9677
C -3.8216 2.3725 -0.6883
C 0.9260 0.3046 6.2952
C -1.9149 -2.9800 -3.7088
C -4.3687 -2.2651 -0.3539
C -2.7194 1.7789 -6.1351
C 0.9513 3.4282 2.9773
C 4.3304 0.9625 4.1484
C -1.2728 -5.3043 -3.6883
C -4.6710 3.0058 0.2085
C 4.2405 1.7321 -1.9173
C -2.6157 -4.4138 -1.8963
C -4.1465 -1.8635 0.9607
C 3.2324 3.7985 2.3162
C 2.0849 -2.7029 -2.2616
C 3.1279 1.4782 4.9570
C 1.8094 -1.3985 -2.0295
C -6.3409 -3.4624 0.3356
C 0.3483 -0.7732 5.3707
C 5.2821 3.2242 0.1087
C -1.8987 -0.9420 -0.9561
C -2.9685 2.6578 -3.9124
C -4.2002 4.0426 1.0101
C -2.5881 -3.1604 -2.4972
C 3.1328 -3.3288 -1.5458
C 3.8787 -2.5276 -0.6517
C -1.9589 -5.4859 -2.4969
C -6.1163 -3.0626 1.6494
C 3.1024 -1.4905 3.4010
C 6.0198 3.0453 -1.0554
C -1.6855 0.9481 -5.7068
C -2.8777 4.4586 0.9179
H 3.7818 1.1487 -2.6979
H 2.2618 4.8142 3.9500
H 0.0944 3.6255 3.6119
H 3.6971 -2.3454 3.0782
H -0.9857 4.1565 -0.0571
H 4.1837 4.3017 2.4505
H -1.9947 -6.4654 -2.0353
H 4.9939 0.3526 4.7575
H 3.3276 2.4720 5.3657
H -3.0242 1.7641 -7.1744
H 1.4926 -3.2553 -2.9864
H -0.0476 1.9317 1.8036
H -3.4656 3.3188 -3.2119
H -7.1950 -4.0851 0.0946
H 4.9101 1.7968 3.7473
H -5.6585 -3.3509 -1.6984
H -0.7179 -0.8872 5.5705
H -4.8518 -1.9584 2.9858
H -0.7508 -3.9186 -5.2523
H 5.6730 3.8173 0.9250
H 0.5469 1.2961 6.0498
H 6.9954 3.5061 -1.1598
H -6.8008 -3.3713 2.4323
H -5.7041 2.6839 0.2814
H -0.7684 -6.1449 -4.1561
H -2.5187 5.2751 1.5363
H -0.4902 0.3274 -4.0430
H 0.6327 0.0770 7.3204
H -3.1520 -4.5577 -0.9647
H -4.1493 3.2869 -5.5892
H 3.1941 -1.3849 4.4750
H 6.0189 2.1592 -3.0199
H 2.2544 1.5194 4.3191
H -4.1908 1.5607 -1.3161
H 1.0259 -0.9077 -2.5897
H -3.2897 -1.2499 1.2113
H 0.8330 -1.7312 5.5643
H 4.1604 -5.0700 -1.2226
H 4.7287 -2.9340 -0.1126
H -4.8719 4.5314 1.7097
H 4.0728 -0.6107 0.2316
H -1.1842 0.2973 -6.4128
H 1.5100 -1.7042 1.9281
H -1.9431 -2.0102 -4.1960
H 2.8931 -5.1815 -2.3797
H 1.2956 -2.6683 3.3825
*
```

Atomic partial charges in e from the Löwdin method, atoms 1 to 5: atom 1 (Se): 0.4093, atom 2 (Se): 0.6092, atom 3 (V): 0.6332, atom 4 (S): 0.8570, atom 5 (S): 0.8721


b) # C47H46N7P2S3Se2V

A molecular structure, C47H46N7P2S3Se2V (ωB97M-V with the def2-TZVPD basis set, the OMol25 dataset).

Properties
- Molecular weight: 1075.9 g/mol
- Gap between HOMO and LUMO (alpha / beta): 5.8517 / 5.5424 eV

```
! RIJCOSX wB97M-V def2-TZVPD def2/J DEFGRID3
* xyz 2 3
Se 5.1390 1.3023 0.6590
Se -2.1349 -0.9310 -1.2202
V -1.8223 0.2325 1.2343
S -1.0089 -0.3387 4.9991
S -0.9615 -2.4901 2.3052
S 2.0055 -2.5118 4.6357
P -0.0857 -0.6356 -1.9113
P 3.8096 0.4529 -0.6863
N -2.5915 1.3543 2.7522
N -3.5805 -0.7535 1.5544
N 0.6432 0.5850 1.6405
N -2.1079 1.9830 0.1174
N -0.0081 0.0454 0.6132
N -2.9535 5.7655 -1.4001
N 1.8888 0.7646 1.2960
C 3.6660 -2.3308 -0.5670
C -2.6777 4.5440 -0.9119
C -5.8048 -0.3688 2.3366
C 1.5127 -4.5143 -3.6551
C 3.6258 3.5320 -3.3234
C -4.5033 0.0278 2.1794
C 1.2968 -2.1247 -3.7910
C 3.3053 1.5266 -4.6168
C -4.6732 2.1734 3.5330
C 0.3252 2.9951 -3.6501
C 5.2529 -3.7731 -1.6553
C -0.2245 2.7793 -4.9069
C -5.2328 -2.4716 1.3599
C 1.7196 -0.9341 5.4666
C -1.2130 3.0003 0.1887
C 0.4309 1.9471 -2.7463
C -3.9368 1.2642 2.8191
C 0.8185 -0.1232 -0.4378
C 0.5481 -2.1362 -2.6155
C -1.9861 -1.8455 4.8443
C -1.4417 4.2541 -0.3026
C 3.4089 0.7679 -3.4554
C -3.6088 3.4920 -1.0020
C 1.8413 -2.1537 2.8633
C 0.2721 -3.3436 -1.9635
C 0.3466 -0.7711 6.1223
C -1.3922 -2.9689 4.0027
C -4.0103 3.1866 4.2161
C -0.0166 0.6809 -3.1072
C 5.3548 -1.3929 -2.0031
C -3.2857 2.2692 -0.4913
C 4.2537 -1.2208 -1.1601
C 3.7329 2.7760 -2.1632
C -3.9455 -2.0008 1.1820
C -0.5854 0.4647 -4.3690
C 0.7713 -2.9935 2.1650
C 0.7529 -4.5292 -2.4890
C 3.4135 2.9082 -4.5496
C 4.1692 -3.6049 -0.8081
C 5.8433 -2.6665 -2.2569
C -1.9484 2.3237 3.4231
C -6.1812 -1.6364 1.9091
C 1.7857 -3.3197 -4.3036
C 3.6208 1.3863 -2.2233
C -0.6766 1.5146 -5.2691
C -2.6323 3.2530 4.1772
C 2.0652 0.3238 0.0043
H -2.1972 -2.2308 5.8428
H -6.5237 0.2882 2.8104
H -2.2883 6.5152 -1.3363
H 3.3652 -0.3121 -3.5149
H -0.3417 -3.3552 -1.0697
H 1.8908 -5.4445 -4.0635
H 2.3702 -3.3157 -5.2156
H 3.3546 3.5010 -5.4574
H -3.8375 5.9689 -1.8315
H 0.8127 -4.0326 2.4928
H 1.6660 -1.0902 2.7374
H 3.9504 3.2482 -1.2121
H -0.4693 -3.3101 4.4624
H 3.1616 1.0388 -5.5758
H -7.2065 -1.9668 2.0306
H -5.4747 -3.4799 1.0503
H 0.0681 -1.6649 6.6846
H -0.9626 -0.5128 -4.6487
H 3.7208 -4.4661 -0.3243
H 0.5303 -5.4691 -1.9974
H -0.2611 2.7702 0.6525
H -3.9758 1.4432 -0.5947
H -4.5767 3.9056 4.7960
H -3.1817 -2.6022 0.7219
H -1.1079 1.3497 -6.2496
H 6.7018 -2.7948 -2.9050
H -5.7492 2.0948 3.5780
H -2.0862 -3.8077 3.9413
H -2.9407 -1.5054 4.4348
H 2.8323 -2.2005 0.1110
H 2.4861 -0.8793 6.2413
H 1.9199 -0.1226 4.7664
H 2.8051 -2.3835 2.4068
H -0.2948 3.5987 -5.6135
H -2.0830 4.0097 4.7215
H -0.6660 5.0071 -0.2231
H 1.4895 -1.1957 -4.3108
H -4.5661 3.6321 -1.4922
H 0.9423 -2.9991 1.0846
H 3.7383 4.6103 -3.2758
H 0.3885 0.0537 6.8353
H 0.6920 3.9777 -3.3770
H 0.8839 2.1169 -1.7778
H 5.6493 -4.7660 -1.8395
H -0.8678 2.3176 3.3523
H 5.8503 -0.5315 -2.4365
*
```

Atomic partial charges in e from the Löwdin method, atoms 1 to 5: atom 1 (Se): 0.3514, atom 2 (Se): 0.5918, atom 3 (V): 0.7224, atom 4 (S): 0.8735, atom 5 (S): 0.8710


Which of them is the most stable, and which is the least stable? a) and b), in that order.


a) # CH2N3O

2 unconnected molecules or ions with the total composition CH2N3O (ωB97M-V with the def2-TZVPD basis set, the OMol25 dataset).

Properties
- Molecular weight: 72.0 g/mol
- Gap between HOMO and LUMO: 8.1757 eV

```
! RIJCOSX wB97M-V def2-TZVPD def2/J DEFGRID3
* xyz -1 1
O -1.1313 1.2429 0.6524
N 1.1075 -2.6558 2.0284
N -0.5954 0.3186 -0.0860
N 0.6154 -0.0172 -0.2783
C 1.1510 -1.8101 1.2287
H 1.3959 0.7715 -0.1868
H -1.2516 -0.4094 -0.4840
*
```

Atomic partial charges in e from the Löwdin method, atoms 1 to 5: atom 1 (O): -0.1977, atom 2 (N): -0.2342, atom 3 (N): -0.3386, atom 4 (N): -0.0141, atom 5 (C): -0.4863


b) # CH2N3O

A molecular structure, CH2N3O (ωB97M-V with the def2-TZVPD basis set, the OMol25 dataset).

Properties
- Molecular weight: 72.0 g/mol
- Gap between HOMO and LUMO (alpha / beta): 8.0928 / 8.0935 eV

```
! RIJCOSX wB97M-V def2-TZVPD def2/J DEFGRID3
* xyz -1 1
O 1.2878 1.7924 0.0639
N 1.2072 0.7156 -0.5346
N 0.0204 -0.1038 0.0218
N 3.8240 -0.7599 0.1400
C 2.8650 -0.1272 -0.0357
H 0.0281 -1.1426 0.0241
H -0.3223 0.1750 0.9045
*
```

Atomic partial charges in e from the Löwdin method, atoms 1 to 5: atom 1 (O): -0.2672, atom 2 (N): -0.2884, atom 3 (N): -0.0482, atom 4 (N): -0.1112, atom 5 (C): -0.3219


Which of them is the most stable, and which is the least stable? a) and b), in that order.